(1)
5 unconnected molecules or ions with the total composition C38H36F5N3O3P2 in a non-equilibrium geometry. Source: OMol25; level of theory: ωB97M-V with the def2-TZVPD basis set.

Structure (XYZ):
```
87
Properties=species:S:1:pos:R:3:forces:R:3:mulliken_charge:R:1
H 0.5412 -4.8502 1.3032 0.19 0.06 0.26 0.317
N 1.3893 -5.2867 1.6933 0.33 -0.19 -0.92 -0.712
C 2.1327 -5.6510 0.7224 -0.38 0.09 -0.15 -0.287
C 1.7923 -5.4596 -0.8045 1.00 -0.28 0.37 -0.954
C 1.1405 -4.0918 -1.1349 0.00 0.52 -0.28 0.247
C 2.0457 -2.9167 -1.1738 -3.04 2.12 0.31 1.132
P 3.9012 -3.0624 -0.9005 1.37 -1.80 -1.61 0.276
N 4.3067 -2.7951 0.7848 -0.21 0.24 -0.39 -0.677
O 4.6685 -1.7878 -1.7190 -2.13 -0.04 1.82 -0.517
C 1.4370 -1.5993 -1.4415 -0.87 -2.39 0.28 -0.277
C -0.0126 -1.4332 -1.6688 0.91 -1.07 -0.24 -0.027
C -0.5083 0.0195 -1.8942 0.22 0.66 0.70 -0.196
C -0.2687 0.7958 -0.5247 -0.47 -1.50 -0.26 -0.366
F -0.8499 2.0790 -0.5357 0.66 -0.95 -0.24 -0.262
C -0.8702 -2.6138 -1.6638 1.72 -0.21 0.36 0.043
C -0.2889 -3.9592 -1.3927 0.76 1.92 -0.02 0.356
C -1.2788 -5.1430 -1.3907 -1.09 0.43 0.19 0.315
O -1.0258 -6.2902 -1.6838 0.40 0.57 0.25 -0.534
C -2.7684 -4.8240 -1.0171 0.83 0.67 0.31 0.234
P -3.9328 -6.0869 -0.2621 -2.10 0.52 -1.70 0.277
N -5.3934 -5.7445 -0.8243 0.66 -0.05 1.17 -0.731
C -3.2969 -3.5992 -1.2600 1.42 -0.32 0.11 -0.715
C -2.3866 -2.5150 -1.9359 -0.63 -1.06 0.60 0.028
O -2.9335 -1.7070 -2.6474 0.68 -0.02 0.31 -0.536
H 3.0916 -6.1777 0.9936 -0.87 0.48 -0.50 0.523
H 2.7796 -5.5222 -1.3419 -1.06 0.18 0.46 -0.022
H 1.2077 -6.3521 -1.1343 0.23 0.93 0.23 0.534
H 4.1708 -3.7085 1.2395 -0.18 0.51 -0.05 0.305
H 5.3293 -2.6688 0.7937 -0.51 0.08 -0.09 0.287
H 4.2372 -0.9676 -1.3933 0.68 -0.07 -0.41 0.337
H 2.1264 -0.7174 -1.4459 -0.98 -0.70 -0.12 -0.186
H 0.0644 0.5184 -2.7260 -0.66 -0.82 1.07 -0.050
H -1.5971 0.1179 -2.1135 0.94 -0.41 0.05 0.430
H 0.8187 0.8239 -0.2704 -0.86 0.48 -0.17 0.292
H -0.7893 0.1728 0.2592 0.48 0.90 -0.52 0.369
H -3.9533 -6.0395 1.1592 0.91 -0.18 -0.35 0.108
H -3.5335 -7.3884 -0.7165 0.51 0.73 0.56 0.097
H -6.0234 -5.5517 -0.0355 0.18 -0.13 -0.54 0.228
H -4.3506 -3.3469 -1.0130 0.81 -0.23 -0.51 0.473
F 1.2039 4.7669 2.9734 0.11 0.02 -0.01 -0.315
C -0.1182 4.5182 3.0107 -0.63 -0.11 0.04 0.299
C -0.7020 3.8025 1.9812 0.25 -0.04 -0.14 -0.582
C -2.0652 3.5417 2.0222 -0.04 0.12 0.23 -0.319
C -2.8296 4.0086 3.0863 -0.03 -0.02 -0.03 -0.634
C -2.2313 4.7310 4.1123 0.02 -0.05 -0.20 0.037
C -0.8655 4.9833 4.0777 0.14 0.13 0.14 -0.478
H -0.0931 3.4545 1.1576 -0.02 0.03 0.04 0.499
H -2.5311 2.9756 1.2249 0.09 0.04 0.00 0.401
H -3.8945 3.8080 3.1150 0.06 0.02 0.01 0.378
H -2.8280 5.0973 4.9382 0.14 -0.07 -0.13 0.286
H -0.3799 5.5368 4.8721 0.01 -0.01 -0.04 0.422
F 3.6198 -5.6169 -3.2923 -0.08 -0.15 0.00 -0.222
C 4.2564 -5.1425 -4.3746 0.37 0.29 -0.60 0.262
C 5.4305 -5.7441 -4.7894 0.07 -0.21 0.15 -0.545
C 6.0856 -5.2554 -5.9122 -0.19 0.17 0.01 -0.387
C 5.5651 -4.1652 -6.5999 0.07 0.02 -0.08 -0.500
C 4.3874 -3.5669 -6.1694 0.13 -0.17 0.05 -0.490
C 3.7253 -4.0610 -5.0532 -0.23 0.10 0.13 -0.147
H 5.8252 -6.5873 -4.2360 -0.05 0.02 0.00 0.403
H 7.0019 -5.7237 -6.2506 -0.05 0.01 0.05 0.361
H 6.0796 -3.7821 -7.4734 -0.04 -0.02 0.05 0.367
H 3.9843 -2.7147 -6.7032 -0.01 -0.06 0.04 0.367
H 2.8014 -3.6125 -4.7081 0.03 -0.03 0.04 0.463
F 0.5169 1.9299 -3.9532 0.06 0.17 -0.32 -0.419
C 1.1709 3.0658 -3.6373 0.34 0.60 0.16 0.337
C 2.5439 3.0335 -3.4771 0.09 -0.27 -0.02 -0.298
C 3.2182 4.2047 -3.1560 -0.22 0.11 0.02 -0.462
C 2.5101 5.3890 -2.9891 0.06 0.06 0.02 -0.489
C 1.1294 5.4051 -3.1484 0.19 -0.15 -0.02 -0.482
C 0.4551 4.2375 -3.4801 -0.29 -0.03 -0.03 -0.290
H 3.0771 2.0988 -3.6036 -0.04 0.02 -0.04 0.488
H 4.2946 4.1938 -3.0354 -0.06 -0.04 0.00 0.369
H 3.0365 6.3013 -2.7342 -0.04 -0.06 -0.01 0.383
H 0.5778 6.3276 -3.0141 0.00 -0.07 -0.02 0.379
H -0.6191 4.2325 -3.6166 0.03 -0.05 0.02 0.417
F -3.7502 4.9135 6.8726 -0.01 -0.07 0.09 -0.278
C -4.5597 5.7747 7.5169 -0.38 0.40 0.32 0.396
C -5.4418 5.2935 8.4668 0.01 -0.27 0.04 -0.462
C -6.2731 6.1832 9.1345 0.12 0.17 -0.16 -0.364
C -6.2196 7.5402 8.8369 -0.06 0.04 0.06 -0.487
C -5.3316 8.0093 7.8765 -0.07 -0.19 0.11 -0.380
C -4.4919 7.1225 7.2153 0.18 0.05 -0.19 -0.331
H -5.4746 4.2320 8.6789 0.04 0.03 -0.03 0.404
H -6.9629 5.8190 9.8861 0.04 -0.02 -0.06 0.354
H -6.8719 8.2328 9.3557 0.04 -0.04 -0.04 0.356
H -5.2933 9.0663 7.6422 0.03 -0.07 0.00 0.349
H -3.7874 7.4711 6.4700 -0.02 -0.04 0.01 0.422
```
Forces are in eV/Å.

Calculated values
* E_HOMO: -8.4 eV
* net charge: 0
* HOMO-LUMO gap: 6.9 eV
* multiplicity: 1
* E_LUMO: -1.48 eV



(2)
3 unconnected molecules or ions with the total composition C39H57NO10Si in a non-equilibrium geometry. Source: OMol25; level of theory: ωB97M-V with the def2-TZVPD basis set.

Structure (XYZ):
```
108
Properties=species:S:1:pos:R:3:forces:R:3:mulliken_charge:R:1
C -2.4521 -0.0660 -5.0736 -0.45 0.03 0.49 -1.134
C -2.1376 1.4241 -4.7034 0.64 -0.29 0.49 0.615
O -1.0255 1.6472 -4.2414 -0.69 0.11 -0.35 -0.550
N -3.0718 2.4736 -4.8310 0.94 -1.49 -1.35 -0.019
C -2.4405 3.7970 -5.0256 -0.34 1.70 0.30 -0.582
C -2.0096 4.5080 -3.6563 -0.07 -1.20 0.13 -0.654
C -2.7889 3.8072 -2.4853 0.91 0.28 0.89 -0.379
C -2.5769 4.5224 -1.0700 0.16 -1.14 0.28 -0.774
C -2.8144 3.3826 -0.0007 -1.14 0.46 -0.42 0.281
C -4.0436 2.7965 0.0845 1.74 -0.62 0.92 -0.379
C -4.1462 1.6456 1.1455 0.52 0.31 -1.28 0.131
O -5.1352 1.4819 1.8186 0.42 -0.15 -0.29 -0.544
C -2.8722 0.7246 1.2168 0.78 0.02 -0.28 0.059
C -3.0586 -0.8105 1.3549 -1.58 0.12 2.34 -0.622
C -3.8537 -1.1053 2.7744 -2.58 -0.47 -1.17 0.056
C -5.3993 -1.4939 2.5900 4.37 -0.34 0.86 -0.610
O -4.2908 -2.4874 2.9738 -0.60 2.58 -0.87 -0.475
C -1.6367 1.3070 1.1208 -1.14 0.05 -0.20 0.726
C -0.2893 0.5200 1.1419 -0.21 1.49 -0.16 -0.645
C 0.2694 0.2095 2.5913 -0.09 -0.39 -0.12 -0.546
C 0.0574 -1.3153 2.9662 0.67 0.42 -0.48 -0.212
C 1.3242 -2.0074 3.6127 -1.29 -1.03 0.62 0.217
C 1.2881 -3.5335 3.1417 0.73 0.20 -0.01 -0.888
C 1.7402 -3.7640 1.6433 -0.31 0.58 -0.83 -0.937
C 2.8076 -2.7369 1.0997 0.29 -0.52 0.68 -0.210
C 4.1537 -2.9359 1.9075 -0.38 -0.15 -0.48 1.131
Si 5.4525 -1.5658 1.6391 0.69 -0.62 0.50 0.123
C 6.0150 -1.0186 3.3970 -0.70 -0.54 -0.02 -0.934
C 6.9587 -2.3964 0.7774 -0.39 0.22 -0.27 -1.114
C 4.8075 -0.0328 0.7229 -1.05 2.68 -1.28 0.579
C 4.9384 1.2981 1.3500 -0.70 0.04 -1.61 -0.135
C 4.5025 2.5345 0.7006 -0.35 -1.95 -1.06 -0.553
C 3.8877 2.4803 -0.6364 1.02 -1.52 1.84 -0.443
C 3.7270 1.1808 -1.2679 0.59 0.44 1.41 -0.673
C 4.1666 -0.0428 -0.6010 0.22 1.46 0.60 -0.136
C -1.6742 2.8679 0.9392 -0.51 -0.96 -0.30 -0.172
O -0.9030 3.6040 1.5042 -0.18 -0.19 -0.54 -0.576
H -3.3600 -0.4487 -4.5264 0.65 0.51 -0.75 0.296
H -1.5975 -0.6962 -4.7111 -0.69 0.85 -0.43 0.323
H -2.5627 -0.2164 -6.1754 -0.07 0.21 0.85 0.219
H -3.7691 2.2617 -5.5571 0.32 0.27 0.56 0.117
H -1.5820 3.7380 -5.7469 -0.73 0.03 0.72 0.317
H -3.2393 4.4590 -5.4674 0.79 -0.81 0.24 0.379
H -2.1728 5.6146 -3.6839 -0.08 -0.93 -0.13 0.383
H -0.9146 4.3372 -3.4528 -1.07 0.17 -0.31 0.269
H -2.3366 2.7841 -2.3493 -0.54 0.96 -0.38 0.187
H -3.8807 3.6522 -2.6764 0.93 0.33 0.05 0.296
H -3.3003 5.3694 -0.9266 0.78 -0.76 -0.04 0.367
H -1.5196 4.8826 -0.9499 -1.03 -0.15 -0.23 0.311
H -4.8964 3.0872 -0.5719 0.61 -0.25 0.95 0.376
H -2.1091 -1.3883 1.4097 -0.68 0.68 -0.28 -0.176
H -3.7358 -1.2271 0.5584 0.80 0.43 0.63 0.469
H -3.5734 -0.4612 3.6830 -0.25 -1.31 -1.35 0.446
H -5.6649 -1.5273 1.5118 -0.30 -0.20 1.15 0.229
H -6.1001 -1.3711 3.4387 0.40 0.11 -1.01 0.298
H 0.4748 1.1590 0.6115 -0.81 -0.59 0.47 0.305
H -0.4323 -0.3868 0.5007 0.25 0.61 0.78 0.564
H 1.3617 0.4819 2.5711 -0.97 -0.47 0.15 0.309
H -0.2092 0.8550 3.3818 0.42 -0.46 -0.99 0.419
H -0.1421 -1.8772 2.0073 0.14 0.58 0.95 -0.166
H -0.8624 -1.4236 3.6077 0.99 -0.07 -0.53 0.399
H 2.2879 -1.4767 3.4166 -0.82 -0.46 -0.18 -0.161
H 1.2042 -2.0192 4.7357 0.14 0.09 -1.09 0.188
H 0.2295 -3.8895 3.2651 0.95 0.25 -0.07 0.452
H 1.9371 -4.1719 3.7958 -0.66 0.69 -0.55 0.268
H 0.8492 -3.6950 0.9497 0.76 -0.21 0.74 0.301
H 2.1833 -4.7917 1.5105 -0.56 0.92 0.26 0.444
H 3.0013 -2.9349 0.0060 -0.24 0.16 1.04 0.314
H 2.4603 -1.6684 1.1747 0.15 -1.03 -0.04 -0.035
H 3.9746 -3.0397 3.0117 -0.05 0.22 -1.19 -1.470
H 4.5966 -3.9298 1.6011 -0.37 0.98 0.33 0.532
H 5.0731 -0.6602 3.9084 1.05 0.03 -0.34 0.110
H 6.3077 -1.9547 3.9562 0.01 1.00 -0.56 0.222
H 6.8277 -0.2541 3.3866 -0.68 -0.60 0.27 0.422
H 7.8582 -1.7504 0.9326 -0.53 -0.76 -0.19 0.310
H 6.7763 -2.5236 -0.3220 0.23 0.17 0.87 0.291
H 7.0749 -3.4250 1.2108 0.16 0.99 -0.25 0.300
H 5.3887 1.3735 2.3634 -0.36 -0.06 -0.88 0.180
H 4.6340 3.5086 1.2327 -0.16 -1.01 -0.60 0.331
H 3.5726 3.4452 -1.0997 0.22 -1.15 0.24 0.365
H 3.2548 1.1623 -2.2812 0.49 -0.24 1.06 0.360
H 3.9988 -1.0101 -1.1339 0.23 0.93 0.53 0.248
C 4.8983 -1.8622 8.3345 0.47 -0.05 -0.06 -1.623
C 4.2742 -2.1343 6.9850 0.21 0.44 0.83 0.761
C 2.9437 -2.8308 7.0579 -0.52 0.16 0.07 -0.624
O 2.9012 -3.5341 5.8163 0.51 -0.07 0.22 -0.260
C 4.1910 -3.7804 5.4664 0.20 -0.32 -0.20 0.662
O 4.5160 -4.5246 4.5968 0.01 0.04 0.26 -0.508
O 5.0562 -3.0662 6.2354 -0.41 -0.27 -0.36 -0.372
H 4.2306 -1.2752 8.9671 -0.02 0.00 -0.09 0.384
H 5.1457 -2.7951 8.8457 -0.18 -0.01 -0.05 0.367
H 5.8341 -1.3135 8.2144 -0.10 0.05 0.02 0.380
H 4.2071 -1.2064 6.4065 -0.08 -0.09 -0.04 0.198
H 2.1108 -2.1318 7.1357 -0.03 -0.12 -0.18 0.360
H 2.8736 -3.5590 7.8719 0.15 0.09 0.02 0.340
C -7.1543 0.1884 -9.5473 -0.40 0.24 -0.04 -1.468
C -6.0741 1.2241 -9.3353 -0.52 -0.72 -0.35 0.488
C -4.9822 0.7812 -8.4025 0.48 -0.34 -0.04 -0.543
O -4.5221 2.0210 -7.8615 -0.33 0.15 0.07 -0.266
C -5.5826 2.8798 -7.9034 -0.20 0.55 0.12 0.628
O -5.6149 3.9295 -7.3451 0.10 -0.30 -0.07 -0.513
O -6.5912 2.3763 -8.6627 0.58 0.17 0.29 -0.337
H -6.7358 -0.7486 -9.9181 0.05 0.07 0.00 0.371
H -7.6970 -0.0056 -8.6196 0.18 -0.02 0.03 0.364
H -7.8884 0.5502 -10.2692 0.09 -0.06 -0.03 0.361
H -5.6682 1.5485 -10.2993 0.08 0.02 0.10 0.257
H -4.1754 0.2619 -8.9192 0.08 0.18 0.09 0.343
H -5.3390 0.1540 -7.5794 -0.14 0.02 -0.11 0.325
```
Forces are in eV/Å.

Calculated values
* E_HOMO: -8.8 eV
* net charge: 0
* HOMO-LUMO gap: 8.6 eV
* multiplicity: 1
* E_LUMO: -0.24 eV